57
Properties=species:S:1:pos:R:3:forces:R:3 method="wB97M-V/def2-TZVPD" energy_ev=-108222.274 largest_force_ev_per_a=1.22 lumo_energy_ev="3.428 / 3.540" orbital_gap_ev="4.24 / 4.20" total_charge=-2 multiplicity=2 relative_energy_kj_mol=73.7
V -0.418265 -0.007569 -0.140155 -0.1 -1.0 0.2
O 2.265784 -1.755798 2.505896 0.2 -0.1 0.0
C 2.931887 -1.890852 1.264801 0.0 0.0 0.0
C 3.812214 -0.680017 0.970088 0.0 0.0 0.0
C 3.020870 0.591964 0.610741 -0.1 -0.1 0.0
C 2.690831 0.660047 -0.854988 0.0 0.0 0.1
C 3.691010 1.103980 -1.718767 0.0 0.0 -0.1
C 3.467368 1.160361 -3.078323 0.0 0.0 0.0
C 2.235051 0.745516 -3.555824 0.1 0.0 0.0
C 1.287493 0.319037 -2.651011 -0.1 -0.1 0.0
N 1.485361 0.284012 -1.321362 0.0 0.2 0.1
H 1.460147 -1.229746 2.380512 -0.2 0.1 -0.1
H 2.219420 -2.063473 0.451970 0.0 0.0 0.0
H 3.557588 -2.784155 1.339277 0.0 0.0 0.0
H 4.509327 -0.921979 0.159151 0.0 0.0 0.0
H 4.406706 -0.482771 1.866162 0.0 0.0 0.0
H 3.615545 1.477136 0.845418 0.0 0.0 0.0
H 2.119773 0.646687 1.219635 0.0 0.0 0.0
H 4.638130 1.412421 -1.294835 0.0 0.0 0.0
H 4.235563 1.521586 -3.752011 0.0 0.0 0.0
H 1.991088 0.759043 -4.609066 0.0 0.0 0.0
H 0.321367 -0.006583 -2.997625 -0.1 0.0 0.0
O -1.435015 1.301886 3.143620 0.0 -0.1 -0.1
S -1.219563 0.040739 2.452142 0.0 0.0 0.1
O -1.432951 -1.132096 3.261459 0.0 0.1 0.0
O 0.212360 0.041219 1.858374 -0.3 0.1 -0.2
O -2.017261 -0.008092 1.152961 0.4 0.1 -0.1
O -1.791040 0.760928 -3.646058 -0.1 0.1 0.0
S -2.134365 0.388551 -2.284621 0.1 -0.1 -0.1
O -3.544336 0.220347 -2.030673 0.1 0.1 0.0
O -1.493104 1.383502 -1.309595 0.0 -0.3 0.2
O -1.336933 -0.836865 -1.857095 -0.1 0.2 0.1
N -2.057135 -3.035492 -0.286359 -0.2 0.1 -0.4
C -0.900006 -2.874876 0.401524 0.5 -0.9 0.6
O -0.143550 -1.853809 0.154864 -0.2 1.1 0.1
C -0.472608 -3.824312 1.336917 -0.2 1.0 -0.4
I 0.688471 -6.125213 -0.070813 0.1 -0.2 0.0
H -2.382830 -2.271459 -0.857728 0.0 0.0 0.0
H -2.715360 -3.700885 0.062483 -0.1 -0.1 0.0
H -1.172416 -4.550808 1.717216 0.1 -0.1 -0.1
H 0.431050 -3.625443 1.890439 0.0 0.0 0.0
C -0.064425 3.689908 -2.255347 -0.1 0.0 0.0
O 0.704745 3.371079 -1.099815 0.1 0.0 0.1
P 0.070156 2.704574 0.235644 0.2 -0.1 -0.1
O 1.228132 3.323909 1.197910 -0.1 -0.1 -0.1
C 1.122927 3.025466 2.596129 0.0 0.0 0.1
O -1.163214 3.691729 0.537660 0.1 0.0 0.0
C -2.481555 3.203945 0.852982 -0.1 0.0 0.0
H -0.974939 4.220037 -1.969146 0.0 0.0 0.0
H -0.340498 2.799937 -2.820244 0.1 0.0 0.0
H 0.562541 4.345922 -2.861502 0.0 0.0 0.0
H 2.049323 3.374861 3.051702 0.0 0.0 0.0
H 0.990691 1.957507 2.776112 0.0 0.1 0.0
H 0.273486 3.554256 3.034423 0.0 0.0 0.0
H -2.504908 2.848195 1.880619 0.0 0.0 0.0
H -2.762896 2.395312 0.181963 0.0 0.0 0.1
H -3.148435 4.054794 0.718568 0.0 0.0 0.0